Here is an isolated molecule of C5H10N2 from the Open Molecules 2025 dataset. Energies are from ωB97M-V/def2-TZVPD.

The geometry in XYZ format:
```
17
Properties=species:S:1:pos:R:3:forces:R:3
C -1.4979 -0.6633 0.0242 0.211 0.130 -0.073
C 0.5888 -0.0297 -1.2492 -0.179 -0.138 0.140
C 0.8983 -1.1602 1.0438 -0.128 0.132 -0.125
N 0.0321 -0.4771 0.0764 -0.038 0.153 -0.131
N -1.9204 0.5873 -0.4531 0.260 -0.089 -0.040
C 0.1730 0.9960 -0.3027 0.134 -0.150 0.246
C 0.7123 2.0494 0.3172 -0.184 -0.098 -0.101
H -2.1495 0.5332 -1.4434 -0.001 -0.045 0.071
H -1.7637 -0.8584 1.0735 0.019 0.013 -0.037
H -1.7058 -1.5670 -0.5667 0.010 0.066 0.009
H 1.6495 -0.2314 -1.3490 -0.046 0.042 0.048
H -0.0208 -0.2928 -2.1045 -0.031 0.027 0.074
H 1.8588 -0.6527 1.0998 -0.025 0.001 -0.023
H 1.0367 -2.1998 0.7448 -0.009 0.046 0.002
H 0.4143 -1.1199 2.0199 0.015 -0.004 -0.041
H 0.4347 2.3050 1.3304 0.005 -0.039 -0.011
H 1.2596 2.7814 -0.2616 -0.013 -0.048 -0.008
```
Forces are in eV/Å.

Calculated values
Max |F| (eV/Å): 0.3
E_HOMO (eV): -7.0
Energy above the lowest of the compared OMol25 structures with the same formula, charge and spin (kcal/mol): 117.91
Lowest unoccupied orbital energy (Ha): 0.0255

Here is the ion C5H10N2 with charge +1 at a distorted geometry from the Open Molecules 2025 dataset. Energies are from ωB97M-V/def2-TZVPD.

The geometry in XYZ format:
```
17
Properties=species:S:1:pos:R:3:forces:R:3
C -0.9885 0.4062 1.5290 -0.851 0.887 0.981
C -1.0554 -0.5244 0.3452 -0.196 -1.751 -0.598
C 0.1175 -0.3504 -0.5686 -0.649 0.823 0.138
C 1.2796 -1.1059 -0.4311 0.662 0.428 0.405
C 0.3704 0.7507 -2.6568 -0.342 1.053 0.344
N 0.0162 0.6781 -1.4387 0.554 -1.395 -0.450
N 0.2838 0.3953 2.2609 -0.217 -0.211 -1.012
H -1.7879 0.1867 2.2431 0.011 -0.409 -0.128
H -1.2842 1.4131 1.2044 0.467 -0.009 -0.329
H -1.1080 -1.5912 0.6118 0.515 0.202 0.514
H -1.9855 -0.4732 -0.2242 0.018 0.835 -0.004
H 1.4591 -1.7187 0.4449 -0.351 -0.292 -0.206
H 2.1021 -1.0215 -1.1260 0.028 0.124 -0.149
H 0.7546 -0.0704 -3.2544 -0.387 -0.341 0.005
H 0.2609 1.7298 -3.1179 0.349 -0.067 -0.102
H 0.5646 1.3416 2.4855 0.152 -0.113 0.176
H 1.0007 -0.0458 1.6928 0.238 0.236 0.415
```
Forces are in eV/Å.

Calculated values
Spin multiplicity: 2
Max |F| (eV/Å): 1.9
E_HOMO (spin up / spin down) (eV): -13.6 / -13.2
Energy above the lowest of the compared OMol25 structures with the same formula, charge and spin (kcal/mol): 13.79
Charge: +1
Lowest unoccupied orbital energy (spin up / spin down) (Ha): -0.1899 / -0.3029

Here is a cluster of 2 separate species, C5H10N2 in total at a distorted geometry from the Open Molecules 2025 dataset. Energies are from ωB97M-V/def2-TZVPD.

The geometry in XYZ format:
```
17
Properties=species:S:1:pos:R:3:forces:R:3
C -0.3867 1.9490 -2.6129 -2.776 5.152 2.196
C -2.0920 -0.8740 1.1432 4.897 0.477 4.948
C 0.8779 0.2492 -1.2979 -2.707 2.766 -0.636
C 1.7256 -0.5884 -0.4787 -0.556 1.369 -1.542
C -0.3132 -1.1222 2.8613 6.079 -1.117 0.491
N 0.0921 0.9676 -1.7822 4.077 -2.898 1.629
N -1.2464 -0.8309 1.9496 -4.807 0.325 -5.117
H -0.6541 1.5936 -3.5131 -0.336 -1.639 -3.428
H -1.4693 2.2558 -2.2189 2.404 -0.224 -0.477
H -2.8742 -0.8193 0.4931 -2.045 0.062 -1.743
H 0.2671 2.9121 -2.7404 -0.945 -2.070 0.642
H 1.1420 -1.5132 -0.5235 0.961 -0.438 1.128
H 2.6200 -0.5715 -1.0654 0.924 -1.100 -0.667
H 2.0851 0.0452 0.3393 -0.788 -0.786 0.827
H 0.2918 -2.0228 2.5327 -1.370 0.318 0.566
H -0.6673 -1.1413 3.8187 -1.658 -0.864 2.487
H 0.6015 -0.4889 3.0951 -1.355 0.667 -1.303
```
Forces are in eV/Å.

Calculated values
Max |F| (eV/Å): 7.0
E_HOMO (eV): -20.1
Energy above the lowest of the compared OMol25 structures with the same formula, charge and spin (kcal/mol): 51.19
Charge: +2
Lowest unoccupied orbital energy (Ha): -0.3080

Here is an isolated molecule of C5H10N2O at a distorted geometry from the Open Molecules 2025 dataset. Energies are from ωB97M-V/def2-TZVPD.

The geometry in XYZ format:
```
18
Properties=species:S:1:pos:R:3:forces:R:3
C -0.0665 2.3967 1.5756 -0.153 4.937 0.241
N -0.0895 1.3211 0.7148 -0.204 -0.921 -1.304
N -0.4140 0.3113 1.3110 0.695 -1.135 0.494
C -0.3673 -0.8649 0.5806 -1.071 -2.679 -1.479
C 0.3646 -1.2946 -0.7501 3.739 -0.236 -0.229
C 1.6721 -0.5330 -1.1831 -2.811 1.715 3.352
C -1.0003 -0.9089 -0.8471 -0.806 -1.046 0.486
O -1.8623 -2.0476 -1.1462 1.573 2.145 0.140
H -1.0495 3.0396 1.5095 1.712 -1.244 0.162
H 0.2101 2.2106 2.6260 -0.368 -0.272 -0.433
H 0.7280 3.0255 1.0930 -0.638 0.143 0.911
H -0.6797 -1.6768 1.2019 0.001 -0.574 0.085
H 0.6041 -2.3949 -0.9349 -1.040 1.334 0.972
H 2.3935 -0.6952 -0.3396 -0.640 0.968 -0.587
H 1.3796 0.5067 -1.4688 0.755 -0.485 0.939
H 2.1535 -0.8894 -1.9865 1.242 -1.924 -3.191
H -1.3130 0.1188 -1.0570 -0.067 -0.426 -0.754
H -2.6636 -1.6251 -0.8990 -1.917 -0.302 0.194
```
Forces are in eV/Å.

Calculated values
Max |F| (eV/Å): 4.9
SMILES: C/N=N/[C@@H]1[C@H](C)[C@H]1O
E_HOMO (eV): -8.9
Energy above the lowest of the compared OMol25 structures with the same formula, charge and spin (kcal/mol): 100.80
Lowest unoccupied orbital energy (Ha): 0.0342

Here is an isolated molecule of C5H10N2O at a distorted geometry from the Open Molecules 2025 dataset. Energies are from ωB97M-V/def2-TZVPD.

The geometry in XYZ format:
```
18
Properties=species:S:1:pos:R:3:forces:R:3
N 2.0581 0.7110 2.0446 1.382 1.002 0.022
C 1.0247 0.7783 1.1739 -1.152 -0.908 -0.034
C -0.0515 0.0141 1.4737 0.225 1.603 -2.693
C -1.0767 -0.1791 0.3703 -2.906 1.668 0.755
C -0.5630 -0.0657 -1.1170 -0.338 -0.136 -0.739
N -1.6974 0.2199 -1.9773 1.525 -1.290 -0.730
C 0.3797 -1.3125 -1.4470 -2.876 1.785 -0.278
O 1.0555 -1.6027 -0.5416 2.816 -1.643 2.229
H 2.9826 0.6525 1.6877 0.528 0.208 0.294
H 1.8548 0.7269 3.0059 0.289 -0.275 0.959
H 1.2221 1.4075 0.2526 -0.634 -1.088 1.072
H -0.0108 -0.6499 2.3308 -0.119 0.136 -0.190
H -1.6855 -1.0909 0.7135 0.997 0.790 -1.521
H -1.9712 0.6646 0.3403 2.141 -1.721 0.514
H 0.1464 0.7894 -1.3224 -0.434 -0.689 1.025
H -1.5094 0.4304 -2.9246 0.228 0.206 -0.668
H -2.6125 0.4264 -1.7190 -1.142 0.147 1.075
H 0.4540 -1.9202 -2.3445 -0.533 0.204 -1.092
```
Forces are in eV/Å.

Calculated values
Max |F| (eV/Å): 3.9
SMILES: N/C=C/C[C@H](N)C=O
E_HOMO (eV): -7.4
Energy above the lowest of the compared OMol25 structures with the same formula, charge and spin (kcal/mol): 80.99
Lowest unoccupied orbital energy (Ha): 0.0419

Here is an isolated molecule of C5H10N2O at a distorted geometry from the Open Molecules 2025 dataset. Energies are from ωB97M-V/def2-TZVPD.

The geometry in XYZ format:
```
18
Properties=species:S:1:pos:R:3:forces:R:3
C -2.5252 -1.2962 -0.2312 -0.988 0.425 -1.823
C -1.2438 -0.6063 0.1161 -1.374 0.248 -1.339
C -0.4622 -0.3387 -1.1363 1.483 0.964 1.472
N 0.6770 0.2858 -1.1286 -1.344 -1.814 -2.581
N 1.3704 0.5858 -0.0240 -0.953 1.623 0.697
C 2.2015 1.7692 -0.1713 0.776 0.380 0.484
C 1.3638 0.0107 1.2073 1.189 1.623 0.595
O 0.9467 -1.0493 1.5336 -0.435 -2.219 0.558
H -2.1857 -2.2191 -0.6940 -0.882 -0.528 0.020
H -3.2049 -0.7238 -0.9842 1.340 -0.836 1.133
H -3.1171 -1.4141 0.6539 -0.372 -0.626 0.389
H -1.5681 0.2202 0.7252 0.734 1.215 -0.058
H -0.6458 -1.1965 0.7596 0.171 -0.827 0.508
H -0.8215 -0.7438 -2.1108 0.275 0.789 0.716
H 2.5564 1.7959 -1.2342 -0.205 0.142 1.197
H 1.7964 2.7694 0.1924 -0.150 -1.306 -0.829
H 2.9703 1.5124 0.5593 0.815 0.798 -0.639
H 1.8919 0.6384 1.9671 -0.079 -0.051 -0.501
```
Forces are in eV/Å.

Calculated values
Max |F| (eV/Å): 3.4
SMILES: CC/C=N\N(C)C=O
E_HOMO (eV): -8.8
Energy above the lowest of the compared OMol25 structures with the same formula, charge and spin (kcal/mol): 64.94
Lowest unoccupied orbital energy (Ha): 0.0356

Here is a structure of composition C5H10N2O at a distorted geometry from the Open Molecules 2025 dataset. Energies are from ωB97M-V/def2-TZVPD.

The geometry in XYZ format:
```
18
Properties=species:S:1:pos:R:3:forces:R:3
C -0.0454 -1.0330 1.1526 0.328 -2.313 0.783
C 1.0814 -1.4578 -0.1406 0.748 0.073 2.430
C 0.4065 0.6891 -0.5670 3.809 -2.918 2.111
C -0.5505 1.6990 -1.0317 0.280 -1.439 -1.320
C -0.7084 -0.0037 0.2410 -0.903 -0.457 -0.685
H 0.2896 0.5348 2.2081 1.039 -4.168 1.863
H -0.5325 -2.0841 1.5333 0.471 2.681 -1.662
H 2.0965 -1.4437 0.5043 -2.070 -0.688 -1.978
H 0.6631 -2.4011 -0.6477 1.437 0.957 1.331
H 0.2537 -0.7816 -1.7558 1.582 0.310 -0.396
H 1.2095 1.0184 0.1518 -1.078 0.426 -0.343
H -0.7689 1.1917 -2.0788 -1.696 0.576 1.958
H -0.2427 2.6616 -1.3777 0.196 0.996 0.868
H -2.1670 1.6676 0.6155 2.745 -0.773 -0.934
H -1.4089 -0.7024 -0.4139 1.151 1.741 0.639
N 1.0896 -0.4133 -1.2261 -2.122 -1.356 -0.905
N -1.1119 1.4142 0.3682 -5.066 1.444 0.150
O 0.4463 -0.5557 2.4643 -0.850 4.909 -3.909
```
Forces are in eV/Å.

Calculated values
Max |F| (eV/Å): 6.3
E_HOMO (eV): -9.1
Energy above the lowest of the compared OMol25 structures with the same formula, charge and spin (kcal/mol): 148.84
Lowest unoccupied orbital energy (Ha): 0.0312